1.
A molecular structure, C37H32DyNP2 in a non-equilibrium geometry. Source: the Open Molecules 2025 dataset; level of theory: the ωB97M-V functional and the def2-TZVPD basis.

total charge = +2
relative energy (zero: lowest compared OMol25 entry of this formula, charge and spin) = 54.30 kcal per mole
LUMO (spin up / spin down) = -6.165 / -6.114 eV
2S+1 = 6
<S²> = 9.506
HOMO (spin up / spin down) = -11.95 / -11.45 eV
E = -3050.9387 Ha

Atoms and positions in Å:
1 C 0.5413 -1.5852 -4.1963
2 C -0.4156 -2.0713 -3.2697
3 C -1.7767 -2.1825 -3.6777
4 C -2.1608 -1.7532 -4.9545
5 C -1.2133 -1.2194 -5.8446
6 C 0.1365 -1.1767 -5.4729
7 P 0.0267 -2.2535 -1.5210
8 C -1.2012 -3.3023 -0.7619
9 C -2.1710 -2.8118 0.1323
10 C -3.2763 -3.6059 0.4490
11 C -3.4122 -4.8928 -0.0813
12 C -2.4004 -5.4209 -0.8880
13 C -1.2796 -4.6490 -1.1928
14 Dy -1.2360 0.3514 -3.7544
15 P -0.0275 2.3879 -1.8072
16 C -1.3679 2.7360 -2.9677
17 C -1.1538 2.8458 -4.3655
18 C -2.0540 2.2321 -5.2520
19 C -3.2155 1.6010 -4.7690
20 C -3.5332 1.6765 -3.4006
21 C -2.6433 2.2813 -2.5088
22 C -0.2113 3.4010 -0.3450
23 C 0.5582 3.1116 0.8018
24 C 0.3952 3.8907 1.9498
25 C -0.5025 4.9624 1.9523
26 C -1.1865 5.3099 0.7837
27 C -1.0497 4.5344 -0.3633
28 C 1.5845 2.6039 -2.5804
29 C 2.5381 1.5854 -2.3914
30 C 3.7618 1.6439 -3.0537
31 C 4.0724 2.7610 -3.8301
32 C 3.1424 3.7947 -3.9925
33 C 1.8973 3.7294 -3.3703
34 C 1.6861 -2.9067 -1.3546
35 C 2.2031 -3.7908 -2.3302
36 C 3.4734 -4.3441 -2.1656
37 C 4.2419 -4.0298 -1.0424
38 C 3.7156 -3.1875 -0.0599
39 C 2.4425 -2.6345 -0.1985
40 H 1.2697 2.2817 0.7842
41 H 0.9670 3.6576 2.8533
42 H -0.6617 5.5385 2.8662
43 H -1.8395 6.1812 0.7693
44 H -1.5860 4.7845 -1.2781
45 H -0.2611 3.3354 -4.7495
46 H -1.8421 2.2420 -6.3235
47 H -3.8827 1.0834 -5.4611
48 H -4.4590 1.2245 -3.0254
49 H -2.8753 2.3202 -1.4392
50 H 2.3063 0.7354 -1.7410
51 H 4.4765 0.8256 -2.9495
52 H 5.0566 2.8420 -4.2901
53 H 3.3840 4.6591 -4.6117
54 H 1.1657 4.5391 -3.4641
55 H 1.6093 -4.0386 -3.2128
56 H 3.8577 -5.0267 -2.9231
57 H 5.2394 -4.4566 -0.9292
58 H 4.3002 -2.9661 0.8289
59 H 2.0259 -1.9862 0.5730
60 H -2.0471 -1.8121 0.5517
61 H -4.0478 -3.2100 1.1120
62 H -4.3008 -5.4883 0.1344
63 H -2.4876 -6.4317 -1.2902
64 H -0.4716 -5.0759 -1.7884
65 H -2.5210 -2.5782 -2.9798
66 H -3.2047 -1.8304 -5.2564
67 H -1.5110 -0.8900 -6.8410
68 H 0.8842 -0.7902 -6.1670
69 H 1.5890 -1.4806 -3.9002
70 H 0.3228 1.1089 -4.6872
71 H 0.6365 0.8954 -3.9252
72 N 0.1616 -0.4143 -0.9362
73 C -0.1816 0.5988 -1.5329

2.
A molecular structure, C35H42Cl3HfNO3SSi in a non-equilibrium geometry. Source: the Open Molecules 2025 dataset; level of theory: the ωB97M-V functional and the def2-TZVPD basis.

total charge = 0
relative energy (zero: lowest compared OMol25 entry of this formula, charge and spin) = 22.41 kcal per mole
LUMO = -0.808 eV
2S+1 = 1
HOMO = -7.91 eV
E = -3755.8472 Ha

Atoms and positions in Å:
1 Hf 0.3588 -0.3192 -0.8157
2 C -2.6241 -1.3347 -2.1593
3 C -2.0775 -2.5147 -1.4288
4 C -2.8324 -3.7048 -1.3900
5 C -2.3680 -4.7659 -0.6782
6 C -1.1259 -4.6720 -0.0141
7 C -0.6004 -5.7473 0.7362
8 C 0.6123 -5.6164 1.3485
9 C 1.3429 -4.4253 1.2207
10 C 0.8682 -3.3575 0.4948
11 S 1.8728 -1.9248 0.3553
12 C -0.4061 -3.4629 -0.1252
13 N -0.9117 -2.3929 -0.8165
14 H -3.6905 -1.4499 -2.3439
15 H -2.1212 -1.2126 -3.1197
16 H -2.4918 -0.4185 -1.5739
17 H -3.7789 -3.7410 -1.9087
18 H -2.9355 -5.6838 -0.6100
19 H -1.1741 -6.6602 0.8101
20 H 1.0250 -6.4282 1.9294
21 H 2.3083 -4.3386 1.6967
22 Cl -0.5275 0.6432 -8.2123
23 C -0.1806 0.1447 -6.5886
24 C -0.5999 0.9340 -5.5306
25 C -0.3007 0.5001 -4.2550
26 Cl -0.7913 1.4302 -2.8672
27 C 0.3950 -0.6806 -3.9681
28 O 0.6538 -1.0402 -2.7353
29 C 0.7961 -1.4384 -5.0800
30 Cl 1.6486 -2.9149 -4.8001
31 C 0.5146 -1.0363 -6.3729
32 H -1.1346 1.8555 -5.6956
33 H 0.8356 -1.6428 -7.2058
34 C 1.1480 3.1168 1.7928
35 C 0.5588 1.8361 2.4030
36 C 0.1149 2.1980 3.8239
37 C 1.7294 0.8531 2.5385
38 Si -0.9108 1.1214 1.2985
39 C -1.9789 -0.0744 2.4239
40 C -2.8557 0.6455 3.4555
41 C -1.0548 -1.0422 3.1732
42 C -2.9188 -0.9590 1.5869
43 C -2.0168 2.6362 0.7307
44 C -2.5237 3.5465 1.8566
45 C -3.2588 2.1128 -0.0065
46 C -1.2523 3.5391 -0.2620
47 H 2.0676 3.3718 2.3268
48 H 0.4744 3.9656 1.8995
49 H 1.3974 3.0142 0.7407
50 H 0.9562 2.6565 4.3519
51 H -0.1873 1.3238 4.4019
52 H -0.7082 2.9133 3.8398
53 H 2.5007 1.3065 3.1681
54 H 2.2016 0.6360 1.5839
55 H 1.4477 -0.0954 2.9917
56 H -2.3154 1.3805 4.0489
57 H -3.2806 -0.0895 4.1454
58 H -3.6933 1.1525 2.9762
59 H -0.4823 -0.5502 3.9596
60 H -0.3437 -1.5356 2.5088
61 H -1.6565 -1.8215 3.6492
62 H -3.6263 -0.3930 0.9861
63 H -3.5011 -1.5983 2.2570
64 H -2.3623 -1.6208 0.9234
65 H -3.1594 3.0252 2.5728
66 H -3.1156 4.3567 1.4218
67 H -1.7042 4.0100 2.4064
68 H -3.9301 1.5699 0.6551
69 H -3.0028 1.4575 -0.8448
70 H -3.8229 2.9534 -0.4191
71 H -0.7304 4.3459 0.2473
72 H -1.9544 4.0051 -0.9577
73 H -0.4964 3.0173 -0.8503
74 O 2.5846 2.9121 -1.8932
75 C 2.7514 1.8583 -1.3331
76 O 1.7365 1.0421 -1.0537
77 C 4.0760 1.3558 -0.8601
78 C 4.9495 2.2496 -0.2498
79 C 6.1784 1.8037 0.2074
80 C 6.5441 0.4775 0.0306
81 C 5.6808 -0.4063 -0.5988
82 C 4.4405 0.0275 -1.0359
83 H 4.6555 3.2829 -0.1345
84 H 6.8528 2.4924 0.6995
85 H 7.5078 0.1327 0.3807
86 H 5.9700 -1.4376 -0.7446
87 H 3.7602 -0.6617 -1.5163

> The highest total charge belongs to which entry?

C37H32DyNP2